(1)
ORCA calculation (ωB97M-V/def2-TZVPD) on a structure of composition C5H3NOS in a non-equilibrium geometry.

The geometry in ORCA input format:
```
! wB97M-V def2-TZVPD RIJCOSX def2/J DEFGRID3
* xyz 0 1
C 0.516 -1.296 -0.084
C -0.915 -1.533 -0.415
C 0.949 -0.063 -0.066
C -0.785 0.971 -0.855
C -0.101 1.666 0.218
N 1.267 1.266 0.156
O -0.509 2.255 1.209
S -1.909 -0.250 -0.827
H 1.189 -2.061 0.241
H -1.402 -2.444 -0.603
H 1.700 1.490 1.027
*
```

Calculated values
HOMO-LUMO gap (alpha / beta) in eV: 7.3 / 7.3
DFT total energy in hartree: -720.2793
Energy above the lowest of the compared OMol25 structures with the same formula, charge and spin in eV: 5.752

Charges computed using Löwdin, reported in e: C -0.135; C -0.375; C -0.006; C -0.292; C -0.607; N 0.085; O 0.050; S 1.025; H 0.098; H 0.029; H 0.129

(2)
ORCA calculation (ωB97M-V/def2-TZVPD) on the ion C4H13N2 with charge +1 in a non-equilibrium geometry.

The geometry in ORCA input format:
```
! wB97M-V def2-TZVPD RIJCOSX def2/J DEFGRID3
* xyz 1 1
C 0.730 -0.022 1.078
N 1.174 -1.424 1.424
C 0.139 -0.181 -0.334
N -0.932 0.901 -0.725
C -2.190 0.699 0.098
C 1.159 -0.097 -1.520
H 1.779 0.619 1.124
H 0.085 0.373 1.804
H 1.140 -1.558 2.414
H 1.920 -1.909 0.849
H -0.473 -1.111 -0.457
H -1.149 1.042 -1.762
H -0.432 1.867 -0.506
H -2.307 1.571 0.859
H -2.151 -0.201 0.768
H -3.128 0.748 -0.495
H 1.856 0.480 -1.058
H 0.673 0.377 -2.399
H 1.471 -1.025 -1.967
*
```

Calculated values
HOMO-LUMO gap in eV: 9.5
DFT total energy in hartree: -269.3983
Energy above the lowest of the compared OMol25 structures with the same formula, charge and spin in eV: 2.787
SMILES: C[NH2+][C@@H](C)CN

Charges computed using Löwdin, reported in e: C -0.206; N -0.008; C -0.307; N -0.012; C -0.030; C -0.010; H 0.171; H 0.086; H 0.063; H 0.117; H 0.152; H 0.191; H 0.226; H 0.128; H 0.112; H 0.105; H 0.039; H 0.091; H 0.092

(3)
ORCA calculation (ωB97M-V/def2-TZVPD) on a structure of composition C16H20BeClNO5S6 in a non-equilibrium geometry.

The geometry in ORCA input format:
```
! wB97M-V def2-TZVPD RIJCOSX def2/J DEFGRID3
* xyz -2 1
Be 0.629 0.774 -1.342
S 5.126 5.827 -1.852
C 4.022 4.589 -1.989
S 2.343 4.827 -1.881
C 1.802 3.177 -2.099
C 2.797 2.267 -2.232
S 2.574 0.555 -2.249
S 4.391 2.956 -2.233
S 0.107 2.745 -2.107
O -4.964 2.098 0.737
S -3.666 1.756 0.098
C -4.097 0.666 -1.326
C -4.194 -0.790 -0.843
C -3.950 -0.807 0.653
C -2.981 0.324 0.923
H -3.275 0.808 -2.038
H -5.082 1.058 -1.680
H -3.433 -1.350 -1.389
H -5.169 -1.223 -1.120
H -3.430 -1.735 0.952
H -4.880 -0.700 1.257
H -2.001 0.180 0.439
H -2.809 0.513 1.978
O -1.197 -2.477 -1.309
Cl -0.653 -1.759 -2.434
O -1.535 -1.835 -3.553
O 0.655 -2.210 -2.767
O -0.625 -0.311 -2.081
C 2.823 -3.524 0.541
N 2.366 -2.381 1.282
C 3.489 -1.570 1.605
C 1.377 -1.674 0.496
C 0.822 -0.422 1.181
C 0.522 -0.477 2.523
C 0.018 0.615 3.176
C -0.256 1.787 2.466
C -0.079 1.840 1.089
C 0.458 0.713 0.397
H 3.531 -4.165 1.109
H 3.343 -3.256 -0.366
H 1.936 -4.090 0.273
H 4.275 -2.207 2.007
H 3.233 -0.795 2.344
H 3.885 -1.067 0.715
H 0.574 -2.382 0.250
H 1.785 -1.381 -0.461
H 0.710 -1.377 3.065
H -0.178 0.550 4.244
H -0.715 2.625 2.990
H -0.424 2.719 0.560
*
```

Calculated values
HOMO-LUMO gap in eV: 5.8
DFT total energy in hartree: -3916.6176
Energy above the lowest of the compared OMol25 structures with the same formula, charge and spin in eV: 0.000

Charges computed using Löwdin, reported in e: Be -0.163; S 0.365; C -1.585; S 0.878; C -1.119; C -1.155; S 0.624; S 0.881; S 0.598; O -0.579; S 0.902; C -0.296; C -0.231; C -0.243; C -0.350; H 0.079; H 0.093; H 0.080; H 0.106; H 0.115; H 0.112; H 0.082; H 0.091; O -0.340; Cl 0.689; O -0.326; O -0.324; O -0.385; C -0.126; N -0.277; C -0.119; C -0.193; C -0.212; C -0.096; C -0.128; C -0.131; C -0.148; C -0.142; H 0.082; H 0.080; H 0.082; H 0.072; H 0.086; H 0.090; H 0.107; H 0.054; H 0.097; H 0.085; H 0.090; H 0.047

(4)
ORCA calculation (ωB97M-V/def2-TZVPD) on a structure of composition C20H22N5O4Re.

The geometry in ORCA input format:
```
! wB97M-V def2-TZVPD RIJCOSX def2/J DEFGRID3
* xyz 3 2
Re -0.867 0.254 0.066
O -2.829 1.014 -0.031
C -3.208 1.957 1.023
C -2.254 1.818 2.174
C -2.535 2.386 3.398
C -1.592 2.301 4.413
C -0.386 1.653 4.171
C -0.167 1.102 2.931
N -1.087 1.172 1.941
H -3.588 0.479 -0.302
H -4.233 1.759 1.328
H -3.149 2.955 0.590
H -3.479 2.891 3.558
H -1.797 2.736 5.382
H 0.372 1.569 4.936
H 0.750 0.579 2.698
C 0.063 4.290 -1.405
C 0.283 2.822 -1.411
O -0.365 2.095 -0.580
N 1.120 2.269 -2.253
C 1.402 0.830 -2.284
C 0.245 0.038 -2.839
C 0.245 -0.362 -4.160
C -0.834 -1.072 -4.672
C -1.899 -1.364 -3.834
C -1.844 -0.938 -2.526
N -0.797 -0.251 -2.017
H 0.203 4.666 -0.392
H -0.970 4.492 -1.697
H 0.734 4.811 -2.083
H 1.608 2.872 -2.902
H 1.674 0.501 -1.280
H 2.275 0.686 -2.916
H 1.093 -0.124 -4.788
H -0.837 -1.394 -5.705
H -2.759 -1.919 -4.180
H -2.647 -1.177 -1.842
O -1.451 -1.511 0.463
N -0.574 -2.498 0.672
N 0.593 -2.038 0.749
O 0.768 -0.733 0.631
C 1.727 -2.869 1.042
C 1.501 -4.192 1.416
C 2.602 -4.980 1.687
C 3.886 -4.451 1.589
C 4.082 -3.125 1.217
C 2.999 -2.315 0.935
H 0.500 -4.590 1.502
H 2.459 -6.009 1.984
H 4.740 -5.077 1.808
H 5.083 -2.724 1.146
H 3.141 -1.284 0.648
*
```

Calculated values
HOMO-LUMO gap (alpha / beta) in eV: 6.0 / 6.4
DFT total energy in hartree: -1427.3377
Energy above the lowest of the compared OMol25 structures with the same formula, charge and spin in eV: 0.000
<S²>: 0.763

Charges computed using Löwdin, reported in e: Re 1.721; O -0.159; C -0.057; C -0.215; C 0.041; C 0.039; C 0.013; C -0.057; N -0.063; H 0.147; H 0.160; H 0.153; H 0.147; H 0.144; H 0.138; H 0.122; C 0.067; C -0.394; O -0.145; N 0.156; C -0.059; C -0.213; C 0.037; C 0.037; C 0.016; C -0.077; N -0.052; H 0.119; H 0.120; H 0.110; H 0.185; H 0.115; H 0.150; H 0.141; H 0.144; H 0.140; H 0.117; O -0.232; N 0.129; N -0.129; O -0.188; C -0.166; C 0.016; C -0.017; C -0.004; C -0.026; C 0.002; H 0.126; H 0.132; H 0.133; H 0.128; H 0.115

(5)
ORCA calculation (ωB97M-V/def2-TZVPD) on a cluster of 2 separate species, C3Cl3F4OP in total in a non-equilibrium geometry.

The geometry in ORCA input format:
```
! wB97M-V def2-TZVPD RIJCOSX def2/J DEFGRID3
* xyz 0 1
C 1.118 -0.025 -0.197
C 0.897 1.277 -0.484
C 0.054 -0.984 0.388
O -1.179 -0.720 0.037
F 1.829 2.119 -0.887
F -0.287 1.864 -0.602
F 0.349 -2.206 0.033
F 0.143 -1.087 1.807
P -3.586 -0.589 0.392
Cl 2.729 -0.661 -0.397
Cl -3.360 1.204 1.150
Cl -3.479 -0.408 -1.542
*
```

Calculated values
HOMO-LUMO gap in eV: 6.6
DFT total energy in hartree: -2310.9016
Energy above the lowest of the compared OMol25 structures with the same formula, charge and spin in eV: 1.021

Charges computed using Löwdin, reported in e: C -0.453; C -0.379; C -0.783; O -0.267; F 0.125; F 0.121; F 0.092; F 0.014; P 0.246; Cl 0.722; Cl 0.261; Cl 0.299

(6)
ORCA calculation (ωB97M-V/def2-TZVPD) on a cluster of 2 separate species, C7H6Cl4O in total in a non-equilibrium geometry.

The geometry in ORCA input format:
```
! wB97M-V def2-TZVPD RIJCOSX def2/J DEFGRID3
* xyz 0 1
C 0.716 -1.344 1.507
C 0.619 0.080 1.270
C 1.402 -0.996 -0.629
C 1.296 -1.983 0.468
C 1.006 0.257 -0.044
C -1.520 1.508 -0.609
C -2.454 0.504 -0.480
O -0.744 1.657 -1.656
Cl 1.781 1.693 -0.536
Cl -1.261 2.541 0.871
Cl -3.369 0.261 0.935
Cl -2.891 -0.557 -1.751
H 0.387 -1.760 2.453
H 0.420 0.947 2.014
H 2.401 -0.876 -1.059
H 1.001 -1.452 -1.441
H 1.583 -2.970 0.474
H -0.374 2.490 -1.788
*
```

Calculated values
HOMO-LUMO gap in eV: 8.7
DFT total energy in hartree: -2186.2283
Energy above the lowest of the compared OMol25 structures with the same formula, charge and spin in eV: 2.019
SMILES: OC(Cl)=C(Cl)Cl.ClC1=CC=CC1

Charges computed using Löwdin, reported in e: C -0.086; C -0.123; C -0.215; C -0.051; C -0.721; C -0.794; C -1.195; O -0.039; Cl 0.738; Cl 0.633; Cl 0.622; Cl 0.646; H 0.103; H 0.109; H 0.134; H 0.100; H 0.080; H 0.060